Record 1
The following is a DFT calculation (ωB97M-V with the def2-TZVPD basis set) of a structure of composition C4H11N2O.

## Properties
LUMO ... -4.03 eV
Max |F| ... 7.06 eV Å⁻¹
Relative energy (zero: lowest compared OMol25 entry of this formula, charge and spin) ... 6.1214 eV
E ... -343.3392 Eh
HOMO-LUMO gap ... 8.8 eV
Total charge ... +1
HOMO ... -12.87 eV

Cartesian coordinates (Å):
C1 1.4075 -0.5610 -0.6890
C2 0.3827 -0.2881 0.4519
C3 1.5587 0.3238 1.1287
C4 -0.2582 -1.5040 1.1403
N1 -2.4420 1.3835 -1.1367
N2 2.3000 0.1882 0.0237
O1 -1.1076 1.4668 -0.8525
H1 1.5726 -1.6247 -0.7139
H2 1.2695 0.0089 -1.7437
H3 -0.3679 0.4704 0.0006
H4 1.7425 0.7307 2.0876
H5 0.6319 -1.8465 1.6565
H6 -0.6564 -2.2965 0.4666
H7 -1.0337 -1.2351 1.7587
H8 -2.6097 0.4056 -1.2601
H9 -2.6502 1.9471 -1.9466
H10 3.2146 0.6408 -0.0308
H11 -2.9542 1.7902 -0.3413

Atomic partial charges in e from the Löwdin method, atoms 1 to 5: atom 1 (C): -0.126, atom 2 (C): -0.287, atom 3 (C): 0.123, atom 4 (C): -0.020, atom 5 (N): 0.043


Record 2
The following is a DFT calculation (ωB97M-V with the def2-TZVPD basis set) of a structure of composition C46H128MgN8O15.

## Properties
LUMO ... -0.14 eV
Max |F| ... 3.01 eV Å⁻¹
E ... -3595.9639 Eh
HOMO-LUMO gap ... 7.8 eV
Total charge ... 0
HOMO ... -7.93 eV

Cartesian coordinates (Å):
Mg1 1.4313 1.6988 2.1679
C1 -0.6912 -0.5716 0.7742
C2 -0.7788 0.8128 0.1089
O1 0.3446 1.5859 0.4843
H1 0.2681 -1.0254 0.5257
H2 -1.4268 -1.1909 0.2610
H3 -0.8436 -0.4852 1.8501
H4 -1.7293 1.2836 0.3601
H5 -0.7729 0.6629 -0.9707
C3 1.5324 -0.7997 5.5861
C4 1.9839 -0.8445 4.1453
O2 1.9807 0.3360 3.3891
H6 2.2803 -0.3775 6.2572
H7 1.2956 -1.8387 5.8152
H8 0.6268 -0.2004 5.6801
H9 1.4802 -1.5955 3.5367
H10 2.9745 -1.2883 4.2448
C5 -1.3748 4.9741 0.9726
C6 -1.0422 5.7914 2.2280
O3 0.0477 5.3310 2.9733
H11 -2.2299 5.4074 0.4538
H12 -1.4478 3.8939 1.0993
H13 -0.5309 5.0138 0.2839
H14 -1.8633 5.9620 2.9243
H15 -0.7016 6.7385 1.8095
H16 0.0535 5.7936 3.8145
C7 -1.8913 -2.6110 6.4954
C8 -0.7996 -3.7288 6.6085
O4 -0.4975 -4.1125 5.2280
H17 -2.8199 -3.0340 6.1120
H18 -1.5801 -1.7996 5.8375
H19 -2.0839 -2.0596 7.4157
H20 -1.2530 -4.5692 7.1342
H21 0.1355 -3.3961 7.0591
H22 0.4309 -4.3565 5.2388
C9 0.4366 4.9312 -3.4839
C10 -0.0026 3.9502 -2.4097
O5 1.0414 3.7364 -1.5282
H23 0.9359 5.8087 -3.0730
H24 -0.4452 5.1690 -4.0788
H25 1.1939 4.4643 -4.1136
H26 -0.3163 3.0027 -2.8477
H27 -0.8150 4.3480 -1.8016
H28 0.7867 3.0942 -0.8617
C11 -5.4873 1.1443 -0.5510
C12 -6.3841 2.3913 -0.3841
O6 -7.6588 2.0333 0.1307
H29 -6.0163 0.4483 -1.2021
H30 -5.2573 0.7137 0.4236
H31 -4.4998 1.2581 -0.9983
H32 -6.5848 2.7706 -1.3861
H33 -5.8443 3.1373 0.1991
H34 -8.1464 1.6770 -0.6155
C13 -1.4783 -5.3728 -4.8302
C14 -1.5156 -5.2241 -3.3260
O7 -2.8119 -5.4337 -2.8534
H35 -0.4599 -5.5131 -5.1926
H36 -2.0593 -4.6171 -5.3588
H37 -1.8239 -6.3647 -5.1215
H38 -1.1648 -4.2841 -2.8999
H39 -0.8056 -5.9879 -3.0090
H40 -2.8245 -5.9939 -2.0740
C15 1.9041 0.9710 -4.6645
C16 1.6377 0.6366 -3.2103
C17 1.7795 -0.9137 -2.9440
O8 0.8300 -1.7152 -3.6875
C18 -0.5613 -1.5142 -3.3221
N1 2.5144 1.4447 -2.3606
H41 1.1008 0.7410 -5.3645
H42 2.8858 0.6042 -4.9643
H43 1.7273 2.0304 -4.8503
H44 0.6318 0.9612 -2.9442
H45 1.6324 -1.0509 -1.8727
H46 2.7908 -1.2915 -3.0945
H47 -1.2180 -2.2279 -3.8195
H48 -0.9732 -0.5650 -3.6647
H49 -0.8429 -1.5864 -2.2716
H50 2.2587 2.4214 -2.3897
H51 2.2970 1.1160 -1.4306
C19 0.1084 2.7521 5.4881
C20 -0.8926 2.1562 4.5016
C21 -2.3560 2.6083 4.7581
O9 -3.2684 2.1246 3.7868
C22 -3.2205 0.7261 3.5347
N2 -0.4295 2.4845 3.2183
H52 0.0994 3.8415 5.4539
H53 1.1127 2.3683 5.3092
H54 -0.1702 2.4050 6.4831
H55 -0.7805 1.0849 4.6686
H56 -2.4535 3.6901 4.8498
H57 -2.7474 2.2541 5.7118
H58 -3.9982 0.5217 2.7987
H59 -3.3586 0.1204 4.4303
H60 -2.2794 0.4168 3.0799
H61 -1.2847 2.2906 2.7173
H62 -0.4168 3.4922 3.1508
C23 -2.6935 1.8656 -3.8321
C24 -3.9061 2.7932 -3.7511
C25 -3.5220 4.0771 -3.0755
O10 -4.6567 4.9194 -2.9939
C26 -4.5420 6.1089 -2.2608
N3 -4.3300 3.0417 -5.1074
H63 -3.0063 0.8758 -4.1646
H64 -2.3700 1.7029 -2.8040
H65 -1.7853 2.2566 -4.2909
H66 -4.6153 2.2252 -3.1490
H67 -2.6907 4.5953 -3.5534
H68 -3.1567 3.9288 -2.0593
H69 -3.6389 6.6527 -2.5379
H70 -4.5204 5.8373 -1.2054
H71 -5.4537 6.6810 -2.4333
H72 -3.5737 3.4351 -5.6492
H73 -4.9664 3.8180 -4.9953
C27 5.8891 1.5672 -4.5355
C28 6.0476 1.3316 -3.0234
C29 5.8920 2.6645 -2.2486
O11 6.7864 3.7356 -2.5129
C30 8.1537 3.3944 -2.2428
N4 5.1521 0.3071 -2.5328
H74 6.0934 0.6358 -5.0635
H75 6.6503 2.2479 -4.9167
H76 4.8679 1.8569 -4.7833
H77 7.0512 0.9515 -2.8323
H78 5.9737 2.4120 -1.1914
H79 4.8808 3.0240 -2.4394
H80 8.4115 3.5112 -1.1902
H81 8.7494 4.0941 -2.8290
H82 8.3689 2.3774 -2.5709
H83 5.1101 -0.2539 -3.3716
H84 4.2117 0.6756 -2.5407
C31 3.2463 5.1845 1.4961
C32 2.7180 3.8271 1.4049
C33 3.7324 2.7582 0.9704
O12 3.1252 1.5319 1.0701
C34 4.0887 0.4608 1.0048
N5 2.2224 3.5143 2.7807
H85 2.6228 6.0153 1.8263
H86 3.7927 5.4022 0.5784
H87 4.0464 5.1196 2.2334
H88 1.8784 3.8646 0.7108
H89 4.5608 2.9227 1.6594
H90 4.1329 2.9876 -0.0171
H91 4.8934 0.6347 1.7193
H92 4.4919 0.3103 0.0034
H93 3.6684 -0.5125 1.2581
H94 2.9940 3.6298 3.4221
H95 1.6283 4.2533 3.1286
C35 -1.2711 -7.7306 0.7169
C36 -2.0327 -6.3437 0.8270
C37 -1.0556 -5.1034 0.6639
O13 -0.0101 -5.1292 1.6165
C38 0.6188 -3.8866 1.8995
N6 -3.0507 -6.3798 -0.2069
H96 -1.9807 -8.5579 0.7273
H97 -0.6783 -7.8664 1.6215
H98 -0.6740 -7.7195 -0.1950
H99 -2.4754 -6.3455 1.8231
H100 -1.6107 -4.1720 0.7760
H101 -0.7477 -5.0945 -0.3817
H102 1.2030 -3.5080 1.0608
H103 1.1863 -3.8975 2.8300
H104 -0.1650 -3.1592 2.1110
H105 -3.6302 -5.5968 0.0600
H106 -3.6264 -7.1982 -0.0693
C39 5.8067 -2.8964 1.3090
C40 5.0549 -3.8890 0.4376
C41 3.8352 -3.3655 -0.3193
O14 3.2360 -4.5295 -0.9109
C42 2.3634 -4.1802 -1.9880
N7 6.0346 -4.4180 -0.5157
H107 6.2507 -2.0648 0.7618
H108 6.7154 -3.3783 1.6698
H109 5.1255 -2.5071 2.0657
H110 4.7444 -4.7149 1.0776
H111 4.1400 -2.6399 -1.0736
H112 3.1239 -2.8667 0.3391
H113 2.9062 -3.7490 -2.8292
H114 1.5987 -3.4479 -1.7292
H115 1.8924 -5.0996 -2.3356
H116 6.3339 -3.6180 -1.0547
H117 5.3854 -4.8111 -1.1822
C43 -4.0860 -2.9396 2.4170
C44 -4.8016 -2.9546 1.0550
C45 -4.0339 -2.3159 -0.1304
O15 -4.8229 -2.3075 -1.3672
C46 -4.0743 -1.9709 -2.5326
N8 -4.9189 -4.4100 0.7570
H118 -3.9274 -1.8893 2.6617
H119 -3.1549 -3.5048 2.4587
H120 -4.6081 -3.4115 3.2493
H121 -5.8084 -2.5431 1.1265
H122 -3.1698 -2.9400 -0.3585
H123 -3.7219 -1.2857 0.0415
H124 -3.1357 -2.5197 -2.6089
H125 -3.9355 -0.8941 -2.6297
H126 -4.6493 -2.3644 -3.3709
H127 -5.3669 -4.5549 -0.1366
H128 -5.5956 -4.6678 1.4611

Atomic partial charges in e from the Löwdin method, atoms 1 to 5: atom 1 (Mg): 0.566, atom 2 (C): -0.075, atom 3 (C): -0.381, atom 4 (O): -0.349, atom 5 (H): 0.068


Record 3
The following is a DFT calculation (ωB97M-V with the def2-TZVPD basis set) of a cluster of 2 separate species, C2H5NO3S in total.

## Properties
LUMO ... 0.33 eV
Max |F| ... 3.79 eV Å⁻¹
Relative energy (zero: lowest compared OMol25 entry of this formula, charge and spin) ... 1.7466 eV
E ... -757.8367 Eh
HOMO-LUMO gap ... 10.1 eV
Total charge ... 0
HOMO ... -9.79 eV

Cartesian coordinates (Å):
C1 -1.1583 0.3986 -0.4491
C2 -0.2894 -0.4974 0.4127
N1 -0.5006 1.3199 -1.1454
O1 -2.3582 0.2094 -0.4089
O2 1.2727 -0.8896 -0.6303
O3 -0.8594 -1.6349 0.7681
S1 0.6489 0.3818 1.6572
H1 0.5068 1.2461 -1.1863
H2 -0.9962 1.9294 -1.7719
H3 1.0612 -1.7012 -1.0955
H4 -1.7689 -1.6357 0.4112
H5 1.6201 -0.5275 1.7176

Atomic partial charges in e from the Löwdin method, atoms 1 to 5: atom 1 (C): -0.559, atom 2 (C): -0.658, atom 3 (N): 0.194, atom 4 (O): 0.077, atom 5 (O): -0.219


Record 4
The following is a DFT calculation (ωB97M-V with the def2-TZVPD basis set) of a structure of composition BrH2NOS2.

## Properties
LUMO ... -0.51 eV
Max |F| ... 4.04 eV Å⁻¹
Relative energy (zero: lowest compared OMol25 entry of this formula, charge and spin) ... 1.7851 eV
E ... -3501.4442 Eh
HOMO-LUMO gap ... 8.6 eV
Total charge ... 0
HOMO ... -9.14 eV

Cartesian coordinates (Å):
N1 -0.5800 0.6804 0.8056
O1 0.6494 0.8327 -1.4764
S1 0.5665 -1.8004 -0.1913
S2 -0.2792 0.1333 -0.6024
Br1 0.6033 1.6923 1.6207
H1 0.4136 -1.4679 1.1787
H2 -1.3737 -0.0704 -1.3348

Atomic partial charges in e from the Löwdin method, atoms 1 to 5: atom 1 (N): -0.948, atom 2 (O): -0.459, atom 3 (S): 0.459, atom 4 (S): 0.354, atom 5 (Br): 0.662


Record 5
The following is a DFT calculation (ωB97M-V with the def2-TZVPD basis set) of a cluster of 2 separate species, C27H32NO4 in total.

## Properties
LUMO ... -5.11 eV
Max |F| ... 0.96 eV Å⁻¹
Relative energy (zero: lowest compared OMol25 entry of this formula, charge and spin) ... 0.8562 eV
E ... -1403.4534 Eh
HOMO-LUMO gap ... 5.4 eV
Total charge ... +1
HOMO ... -10.46 eV

Cartesian coordinates (Å):
C1 7.4627 -2.3527 0.5117
O1 6.4843 -2.9018 1.4201
C2 5.2468 -2.3442 1.4073
C3 4.2902 -2.8782 2.3080
C4 3.0104 -2.3661 2.3206
C5 2.6656 -1.2683 1.4942
C6 1.3102 -0.7184 1.4727
C7 0.2095 -1.6011 1.4375
C8 -1.1170 -1.2084 1.4981
C9 -2.2368 -2.1036 1.4364
C10 -3.5511 -1.5684 1.4377
C11 -4.6570 -2.3965 1.3065
C12 -4.4845 -3.7852 1.1918
C13 -3.1955 -4.3371 1.2191
C14 -2.0809 -3.5127 1.3499
C15 1.1280 0.7361 1.4855
C16 1.8277 1.5200 2.4393
C17 1.6702 2.8849 2.5026
C18 0.8321 3.5290 1.5592
O2 0.7227 4.8788 1.6561
C19 -0.1444 5.5450 0.7153
C20 0.1529 2.7703 0.5758
C21 0.2751 1.3894 0.5725
C22 3.6407 -0.7289 0.6265
C23 4.9050 -1.2751 0.5444
H1 8.3667 -2.9188 0.7199
H2 7.1557 -2.4924 -0.5324
H3 7.6289 -1.2847 0.7012
H4 4.5853 -3.6952 2.9646
H5 2.2559 -2.7732 2.9979
H6 0.4564 -2.6658 1.3815
H7 -1.3412 -0.1510 1.6482
H8 -3.6607 -0.4862 1.5377
H9 -5.6552 -1.9588 1.2930
H10 -5.3531 -4.4327 1.0872
H11 -3.0579 -5.4161 1.1355
H12 -1.0803 -3.9445 1.3772
H13 2.4767 1.0154 3.1587
H14 2.1852 3.4858 3.2505
H15 -0.0909 6.5954 0.9909
H16 0.2077 5.4042 -0.3147
H17 -1.1772 5.1826 0.8044
H18 -0.4756 3.2639 -0.1698
H19 -0.2678 0.8115 -0.1790
H20 3.3769 0.0999 -0.0327
H21 5.6305 -0.8736 -0.1650
O3 -4.1860 3.3597 -2.4347
C24 -3.4843 2.6241 -1.4538
C25 -3.2810 1.2192 -1.9867
N1 -2.4560 1.2001 -3.1625
C26 -2.2052 -0.0763 -3.7684
C27 -1.3228 0.0325 -4.9959
O4 -2.0188 0.7872 -5.9654
H22 -4.3657 4.2415 -2.0738
H23 -2.5141 3.1053 -1.2599
H24 -4.0952 2.5557 -0.5417
H25 -2.8481 0.6265 -1.1564
H26 -4.2547 0.7858 -2.2624
H27 -1.6184 1.7674 -3.0731
H28 -1.6866 -0.7657 -3.0778
H29 -3.1784 -0.5027 -4.0510
H30 -0.3887 0.5482 -4.7425
H31 -1.1541 -0.9863 -5.3704
H32 -1.4751 0.8051 -6.7671

Atomic partial charges in e from the Löwdin method, atoms 1 to 5: atom 1 (C): -0.048, atom 2 (O): -0.060, atom 3 (C): -0.236, atom 4 (C): 0.027, atom 5 (C): -0.007


Record 6
The following is a DFT calculation (ωB97M-V with the def2-TZVPD basis set) of a structure of composition C4H7FO.

## Properties
LUMO ... 0.75 eV
Max |F| ... 9.14 eV Å⁻¹
Relative energy (zero: lowest compared OMol25 entry of this formula, charge and spin) ... 7.1973 eV
E ... -331.4448 Eh
HOMO-LUMO gap ... 10.7 eV
Total charge ... 0
HOMO ... -9.91 eV

Cartesian coordinates (Å):
C1 -1.1372 0.0006 0.7691
C2 0.1728 0.0882 -0.0373
C3 0.1388 0.0284 -1.4951
C4 1.3889 -0.2381 0.7460
H1 -1.9895 -0.7743 -0.1116
H2 -1.4930 1.1936 0.8057
H3 -0.8698 -0.7628 1.9965
H4 0.8409 0.7818 -1.8952
H5 0.2256 -0.9953 -1.9477
H6 0.6726 -0.6850 1.8741
H7 2.4847 -0.3361 0.4474
O1 0.6959 1.0591 0.5622
F1 -1.1308 0.6399 -1.7141

Atomic partial charges in e from the Löwdin method, atoms 1 to 5: atom 1 (C): -0.034, atom 2 (C): -0.803, atom 3 (C): -0.093, atom 4 (C): 0.019, atom 5 (H): 0.174